# 1
The following is a quantum chemistry calculation of 2 unconnected molecules or ions with the total composition C3H7N2O, from OMol25.

The geometry in XYZ format:
```
13
Properties=species:S:1:pos:R:3:forces:R:3:nbo_charge:R:1
O -1.568421 1.233583 -0.406390 -0.04 0.22 0.08 -0.98
N -0.147795 -1.000540 -0.616396 0.79 0.10 1.05 -0.46
N 1.313482 0.375867 0.095871 0.46 -0.69 0.49 -0.48
C 0.107689 -1.364855 0.726909 -0.88 0.39 -1.73 -0.04
C 1.112025 -0.581275 1.149672 -0.17 1.68 -0.89 -0.06
C 0.581414 0.070262 -0.958734 -1.13 -1.59 0.76 0.31
H -0.688505 -1.955645 1.159393 0.91 -0.55 0.45 0.27
H -1.243220 1.967514 0.126242 -0.37 0.11 0.00 0.49
H 1.694634 -0.503281 2.046958 -0.21 -0.02 0.20 0.27
H -2.519091 1.343333 -0.485203 -0.15 0.24 0.07 0.50
H -0.915919 -1.415699 -1.115398 0.08 0.22 -0.42 0.45
H 0.462034 0.576704 -1.893936 0.30 0.29 -0.09 0.27
H 1.811676 1.254029 0.171010 0.40 -0.41 0.04 0.46
```
Forces are in eV/Å.

As for the charge: +1. As for the gap between HOMO and LUMO: 11.42 eV. The calculation puts the energy at -8245.55015 eV.

=====

# 2
The following is a quantum chemistry calculation of a molecular structure, C3H7N2O, from OMol25.

The geometry in XYZ format:
```
13
Properties=species:S:1:pos:R:3:forces:R:3:nbo_charge:R:1
O 1.570781 -0.702192 -1.147181 1.77 -0.72 -0.23 -0.22
N 1.366460 0.106345 -0.331689 -1.84 0.03 -0.33 0.33
N -0.436044 0.003499 -0.196732 0.58 1.85 -0.47 -0.24
C -0.869081 -1.102434 0.490769 -0.22 -2.32 2.95 -0.50
C -1.275066 0.658522 -0.867426 3.26 1.60 -1.37 0.08
C 1.805508 0.958728 0.496032 -0.73 1.88 1.22 -0.21
H -1.735823 -1.489362 0.063430 -1.92 -0.29 -0.45 0.23
H -2.271934 0.454903 -0.733346 -2.44 -0.44 -0.11 0.21
H -0.943153 -1.045977 1.570443 -0.52 1.13 0.33 0.25
H -0.882648 1.387341 -1.606931 -0.59 -0.14 0.74 0.23
H -0.293601 -1.990447 0.532579 1.82 -0.62 -1.10 0.27
H 2.834121 0.978541 0.840056 0.16 -0.29 -0.70 0.28
H 1.130482 1.782534 0.889999 0.67 -1.68 -0.48 0.26
```
Forces are in eV/Å.

As for the charge: +1. As for the gap between HOMO and LUMO: 9.98 eV. The calculation puts the energy at -8239.59747 eV.

=====

# 3
The following is a quantum chemistry calculation of 2 unconnected molecules or ions with the total composition C3H7N2O, from OMol25.

The geometry in XYZ format:
```
13
Properties=species:S:1:pos:R:3:forces:R:3:nbo_charge:R:1
O -3.584514 2.233396 -0.812003 2.27 -1.14 0.23 -0.94
N 0.103003 -0.319051 0.523317 0.57 -1.61 -2.62 -0.44
N 1.875656 -1.281355 -0.467724 -1.71 1.79 0.41 -0.49
C 0.483999 -1.087490 -0.551143 0.82 -1.70 0.02 0.21
C 1.125471 0.123098 1.282926 2.28 -2.44 -2.76 -0.05
C 2.226396 -0.484283 0.595720 3.17 1.74 3.80 -0.03
H 3.323999 -0.335405 1.012287 -2.46 -0.65 -1.45 0.27
H 0.890769 0.689710 2.178372 0.80 0.00 -0.27 0.28
H -0.121424 -1.745281 -1.265222 0.58 1.64 1.33 0.28
H 2.592900 -1.762467 -1.146827 -2.28 1.22 1.74 0.50
H -3.692958 1.371372 -1.217601 -0.07 -0.07 -0.12 0.46
H -4.416617 2.624735 -0.871951 -2.18 1.16 -0.11 0.48
H -0.806678 -0.026981 0.739844 -1.80 0.07 -0.20 0.45
```
Forces are in eV/Å.

As for the charge: +1. As for the gap between HOMO and LUMO: 10.39 eV. The calculation puts the energy at -8244.48981 eV.

=====

# 4
The following is a quantum chemistry calculation of a gas-phase ion, C3H7N2O (charge +1), from OMol25.

The geometry in XYZ format:
```
13
Properties=species:S:1:pos:R:3:forces:R:3:nbo_charge:R:1
O 1.563720 0.506905 -0.797023 2.96 -0.13 -2.02 -0.53
N -0.124283 1.868741 0.029461 0.65 -1.56 0.75 -0.46
N 1.009020 -1.565058 0.271979 -0.86 -3.57 1.03 -0.69
C -0.957593 2.574312 -0.587004 -1.20 -2.21 -2.91 0.05
C -0.040951 -0.581889 0.507469 -1.64 0.82 -1.33 -0.35
C 0.511235 0.601149 -0.303843 -3.60 3.57 2.22 0.66
H -1.580151 3.386756 -0.242029 0.78 0.51 0.78 0.22
H 0.945994 -1.772739 -0.747268 0.59 -0.16 0.83 0.46
H 1.871186 -1.054250 0.426247 0.87 -0.48 -0.01 0.47
H -0.983025 -0.977669 0.031102 0.68 0.61 1.04 0.26
H -1.298895 2.211361 -1.616394 0.43 0.68 1.04 0.16
H 0.896250 -2.520162 0.846223 0.52 2.74 -1.46 0.47
H -0.120104 -0.181831 1.520856 -0.18 -0.81 0.05 0.28
```
Forces are in eV/Å.

The SMILES is C=NC(=O)C[NH3+]. As for the charge: +1. As for the gap between HOMO and LUMO: 10.16 eV. The calculation puts the energy at -8243.70905 eV.